Entry 1:
Here is C18H31F6N2NiO6S4Si4 as an isolated structure at a distorted geometry from the OMol25 dataset. Energies are from ωB97M-V with the def2-TZVPD basis set.

Structure (ORCA input):
```
! RIJCOSX wB97M-V def2-TZVPD def2/J DEFGRID3
* xyz -1 3
Ni 0.13895 -0.72443 0.72935
F 0.67031 -2.05185 5.49016
C 1.11132 -2.52928 4.32712
F 1.40161 -3.81992 4.47371
F 2.20955 -1.87200 3.98609
S -0.22707 -2.32590 3.07638
O -0.41694 -0.89400 2.95201
O -1.31067 -3.14262 3.52009
N 0.52730 -2.85009 1.76448
S -0.41514 -3.51330 0.67878
O -1.45695 -2.56098 0.33320
O -0.72461 -4.89403 0.84664
C 0.71878 -3.45527 -0.78749
F 1.80883 -4.18270 -0.60063
F 1.08863 -2.19406 -1.06994
F 0.04312 -3.92192 -1.82987
O 3.44426 -1.00655 -3.44981
S 4.21123 -0.50218 -2.34640
O 5.39503 0.25969 -2.62342
N 3.21685 0.34157 -1.31417
C 3.10421 -0.26224 -0.17618
S 2.16082 0.34371 1.14503
C 3.89015 -1.53020 -0.04483
C 3.98306 -2.38433 1.03816
C 4.76726 -3.52461 0.91023
C 5.44370 -3.80103 -0.27384
C 5.35554 -2.93809 -1.36121
C 4.57263 -1.81436 -1.21137
H 3.44305 -2.16084 1.94518
H 4.84836 -4.21225 1.74240
H 6.04436 -4.69838 -0.34933
H 5.87513 -3.14137 -2.28806
C 0.16331 0.66092 -3.30651
Si -1.48067 0.96178 -2.45646
C -2.18953 2.57118 -3.15216
C -2.66070 -0.43252 -2.91971
Si -1.23859 1.07828 -0.13894
Si -3.37582 1.01860 0.80755
C -4.57447 2.15396 -0.11488
C -3.27995 1.62195 2.59376
C -4.17103 -0.68383 0.81704
Si -0.31408 3.13624 0.41894
C 1.13646 3.56556 -0.69906
C -1.57805 4.53030 0.20742
C 0.25391 3.17179 2.22265
H 0.01655 0.48073 -4.37603
H 0.68866 -0.20201 -2.89708
H 0.83161 1.51771 -3.19687
H -2.42109 2.44032 -4.21442
H -1.47005 3.38821 -3.06564
H -3.10518 2.87077 -2.64029
H -2.69779 -0.56570 -4.00458
H -3.67461 -0.22219 -2.56924
H -2.34707 -1.37693 -2.46830
H -4.24656 3.19379 -0.12552
H -5.55697 2.10863 0.36710
H -4.69877 1.82382 -1.14889
H -3.08697 2.69600 2.64475
H -2.48329 1.11058 3.13802
H -4.22460 1.42479 3.11012
H -4.33993 -1.03762 -0.20306
H -5.13969 -0.63744 1.32385
H -3.54947 -1.42395 1.32132
H 0.76886 3.86456 -1.68577
H 1.81817 2.72495 -0.82947
H 1.69920 4.40713 -0.28451
H -2.05523 4.49908 -0.77392
H -1.08200 5.50038 0.31199
H -2.36479 4.47134 0.96331
H 0.00859 2.24637 2.74692
H -0.23463 3.99366 2.75430
H 1.33353 3.31265 2.28982
*
```

HOMO-LUMO gap (alpha / beta)	0.2536 / 0.2782	Eh
LUMO energy (alpha / beta)	2.15 / 1.67	eV
largest force on an atom	1.1	eV/Å

Entry 2:
Here is a 2-piece molecular cluster, C18H31FIS overall from the OMol25 dataset. Energies are from ωB97M-V with the def2-TZVPD basis set.

Structure (ORCA input):
```
! RIJCOSX wB97M-V def2-TZVPD def2/J DEFGRID3
* xyz 1 1
C -0.55559 4.04594 -0.11994
C -0.07621 4.47271 -1.50621
C 0.07054 3.31632 -2.49908
C -1.14093 2.39195 -2.58633
C -0.87173 1.16422 -3.45096
C -2.04404 0.19268 -3.62760
C -2.20031 -0.80327 -2.47510
C -2.85000 -0.22564 -1.19867
C -1.92801 0.00883 0.00239
C -0.93426 -1.10543 0.32182
C -0.24919 -0.88130 1.68407
C 1.26783 -0.84743 1.60489
S 1.76919 0.32170 0.24759
I 3.09746 1.96612 1.30816
H -0.34974 4.81396 0.62664
H -1.62708 3.84240 -0.09174
H -0.04483 3.12931 0.20795
H -0.76227 5.21649 -1.92097
H 0.88814 4.97710 -1.40749
H 0.26413 3.71656 -3.49891
H 0.96455 2.73209 -2.23476
H -1.99614 2.94646 -2.98946
H -1.43231 2.08726 -1.57877
H -0.52002 1.50580 -4.42935
H -0.02609 0.61159 -3.01375
H -2.98021 0.74880 -3.75118
H -1.89725 -0.36261 -4.55662
H -1.20368 -1.20176 -2.25644
H -2.78398 -1.66338 -2.80724
H -3.30712 0.73686 -1.44194
H -3.67607 -0.86551 -0.87878
H -2.53617 0.18899 0.89383
H -1.36471 0.94304 -0.15481
H -0.17150 -1.15367 -0.46885
H -1.41850 -2.08382 0.28381
H -0.50577 -1.67714 2.38190
H -0.59115 0.05491 2.13714
H 1.70817 -1.80328 1.31224
H 1.75351 -0.49472 2.51158
H 0.62200 1.03629 0.20049
F -0.03178 -4.27095 2.67558
C 1.22872 -3.89621 2.98060
C 2.26386 -4.33262 2.17693
C 3.55221 -3.91425 2.48464
C 3.78307 -3.07497 3.56849
C 2.71996 -2.65949 4.35871
C 1.42425 -3.07143 4.07123
H 2.05831 -4.99553 1.34729
H 4.37962 -4.25252 1.87469
H 4.78856 -2.74862 3.79668
H 2.89283 -2.00966 5.20710
H 0.57973 -2.77316 4.67849
*
```

HOMO-LUMO gap	0.2511	Eh
LUMO energy	-5.40	eV
largest force on an atom	0.2	eV/Å

Entry 3:
Here is C18H31HfN2OPSi as an isolated structure at a distorted geometry from the OMol25 dataset. Energies are from ωB97M-V with the def2-TZVPD basis set.

Structure (ORCA input):
```
! RIJCOSX wB97M-V def2-TZVPD def2/J DEFGRID3
* xyz 0 1
Hf -0.00980 0.20425 -0.30655
Si -1.77604 1.10747 -1.83408
P -2.05108 -1.10752 0.88698
N 0.47016 -1.48442 -1.14294
H 0.44462 0.79715 2.26517
C -1.89946 -2.03593 2.52729
H -2.86139 -2.46361 2.78982
H -1.56330 -1.31062 3.25609
H -1.14997 -2.80178 2.37864
C -3.57013 -0.09858 1.23215
H -4.36110 -0.74419 1.65794
H -3.92250 0.36027 0.29368
H -3.31541 0.69768 1.95017
C -2.72165 -2.43008 -0.19169
H -3.61242 -2.92463 0.26872
H -1.93063 -3.19465 -0.36651
H -3.00904 -1.99803 -1.17608
C -2.54178 2.76387 -1.41009
H -1.75908 3.50214 -1.17290
H -3.23892 2.68034 -0.56270
H -3.09199 3.09296 -2.31102
H -0.98859 1.35447 -3.08181
H -2.92441 0.19433 -2.15587
C 0.68644 -2.40798 -2.02554
C 1.90624 -4.38734 -2.78878
C 1.65743 -3.45068 -1.80258
C -0.02640 -2.41673 -3.28900
C 0.26119 -3.38111 -4.23647
C 1.21650 -4.35273 -3.98824
H 2.65863 -5.14117 -2.57623
H 2.17505 -3.40774 -0.81407
H -0.77146 -1.59112 -3.42409
H -0.29232 -3.33916 -5.17174
H 1.41786 -5.07902 -4.72829
C -0.36705 2.40308 1.98641
O -0.60259 1.95983 0.81289
C 0.99106 2.44184 2.61266
H 0.87247 2.94672 3.58430
H 1.71124 2.98742 2.04460
H 1.40784 1.38571 2.82393
C -1.34300 3.35271 2.53223
H -1.51744 3.14449 3.59622
H -2.29459 3.41971 2.02515
H -0.93972 4.40852 2.51545
C 4.39095 2.30474 -1.44578
C 4.31383 1.12144 -0.75382
C 3.12097 0.57975 -0.36260
N 1.94788 1.21506 -0.67011
C 1.96926 2.40566 -1.32677
C 3.18787 2.98583 -1.74067
H 5.33464 2.74043 -1.78018
H 5.25697 0.54802 -0.50699
H 3.00554 -0.35845 0.18248
H 1.00363 2.86731 -1.53576
H 3.15811 3.90682 -2.27478
*
```

HOMO-LUMO gap	0.2070	Eh
LUMO energy	-0.49	eV
largest force on an atom	4.6	eV/Å

Entry 4:
Here is C18H31N2O2Si2V as an isolated structure at a distorted geometry from the OMol25 dataset. Energies are from ωB97M-V with the def2-TZVPD basis set.

Structure (ORCA input):
```
! RIJCOSX wB97M-V def2-TZVPD def2/J DEFGRID3
* xyz -1 4
V -0.13725 -0.70127 0.48956
C -0.31139 -1.50953 5.07809
O -1.12937 -2.43667 4.33298
C -1.08048 -2.28321 3.01742
O -0.45531 -1.39149 2.48350
N -1.79499 -3.25072 2.39052
N -2.22863 -3.10200 1.06561
H -0.44625 -1.77737 6.12049
H -0.63354 -0.48781 4.89946
H 0.73167 -1.60599 4.79009
H -2.46904 -3.71407 2.97634
H -2.55590 -2.16035 0.88812
H -1.47315 -3.30048 0.42262
C -0.78140 0.57053 -3.04183
Si -0.02181 -0.79983 -1.95054
C -0.59492 -2.37490 -2.91416
C 1.85281 -0.73897 -2.42281
C 2.27507 -0.79263 -3.75944
C 3.61906 -0.76370 -4.10916
C 4.58497 -0.68081 -3.11061
C 4.18696 -0.62574 -1.78146
C 2.83403 -0.65190 -1.41115
Si 2.29055 -0.59558 0.43225
C 3.14229 -2.18407 1.13359
C 3.37689 0.77030 1.20174
H -0.55468 0.43313 -4.10652
H -0.40169 1.54925 -2.72772
H -1.87196 0.59025 -2.92112
H -0.41240 -2.29021 -3.99464
H -1.67049 -2.54491 -2.77314
H -0.06734 -3.26901 -2.56000
H 1.53114 -0.85767 -4.55171
H 3.91544 -0.80345 -5.15209
H 5.63847 -0.65893 -3.36945
H 4.95324 -0.56111 -1.01049
H 4.23248 -2.16219 0.99615
H 2.76644 -3.08028 0.62682
H 2.94304 -2.29908 2.20747
H 4.44347 0.60945 0.99922
H 3.23707 0.79488 2.28900
H 3.09632 1.75297 0.80843
C -4.04325 2.92157 1.49023
C -2.84588 3.12171 0.54972
C -3.35639 3.29872 -0.88797
C -2.07913 4.38144 0.97267
C -1.94974 1.95375 0.61664
C -1.16292 1.00915 0.61267
H -4.70177 3.79728 1.46987
H -3.69875 2.76483 2.51441
H -4.61908 2.04466 1.18748
H -3.99212 4.18810 -0.96645
H -3.93472 2.42520 -1.19525
H -2.51744 3.40023 -1.57833
H -2.73066 5.26073 0.92626
H -1.22383 4.54281 0.31419
H -1.70375 4.27500 1.99248
*
```

HOMO-LUMO gap (alpha / beta)	0.2028 / 0.2018	Eh
LUMO energy (alpha / beta)	2.38 / 2.37	eV
largest force on an atom	1.7	eV/Å